A molecular structure, C15H28N6O4OsSe3, computed with ωB97M-V with the def2-TZVPD basis set.

Output
<S²> = 6.03
total charge = +2
E_LUMO (alpha / beta) = -5.99 / -9.38 eV
gap between HOMO and LUMO (alpha / beta) = 7.6412 / 4.2508 eV
multiplicity = 5
E = -8512.06093 Eh

Atoms and positions in Å:
Os1 0.224 -0.005 0.333
C1 1.494 -3.517 0.772
Se1 1.412 -2.070 2.069
C2 3.260 -1.464 2.006
C3 3.679 -0.950 0.650
Se2 2.680 0.635 0.055
C4 3.176 0.432 -1.816
H1 2.382 -4.107 0.985
H2 1.513 -3.141 -0.249
H3 0.614 -4.136 0.926
H4 3.889 -2.306 2.296
H5 3.332 -0.698 2.775
H6 3.554 -1.698 -0.133
H7 4.724 -0.638 0.662
H8 4.263 0.396 -1.827
H9 2.837 1.314 -2.350
H10 2.757 -0.482 -2.227
C5 -0.737 5.379 -2.172
C6 -2.108 5.430 -1.518
N1 -3.137 4.765 -2.303
C7 -3.569 5.405 -3.555
C8 -3.113 4.636 -4.783
C9 -3.846 3.695 -1.897
O1 -4.826 3.259 -2.475
C10 -3.409 2.921 -0.673
C11 -4.358 2.591 0.285
C12 -3.997 1.729 1.309
C13 -2.728 1.186 1.296
N2 -1.804 1.478 0.367
C14 -2.147 2.352 -0.587
H11 -0.003 5.888 -1.549
H12 -0.746 5.878 -3.140
H13 -0.404 4.352 -2.338
H14 -2.415 6.470 -1.381
H15 -2.089 4.991 -0.521
H16 -3.162 6.417 -3.546
H17 -4.656 5.485 -3.531
H18 -2.027 4.543 -4.811
H19 -3.430 5.154 -5.687
H20 -3.552 3.639 -4.797
H21 -5.361 2.990 0.205
H22 -4.691 1.454 2.090
H23 -2.452 0.458 2.050
H24 -1.394 2.588 -1.326
O2 0.236 0.193 -3.553
N3 0.281 0.368 -2.384
O3 0.371 1.457 -1.797
O4 0.139 -0.682 -1.567
N4 1.472 1.259 2.912
N5 0.205 0.877 2.336
H25 1.318 1.569 3.869
H26 1.822 2.059 2.393
H27 -0.457 1.656 2.319
H28 -0.183 0.182 2.971
Se3 -3.289 -3.512 -0.062
C15 -2.116 -2.200 0.283
N6 -1.355 -1.353 0.499